Below is C28H25F2N3ORe as an isolated structure at a distorted geometry, with properties calculated with ωB97M-V/def2-TZVPD.

**Multiplicity**: 2
**Energy**: -43509.4000 eV
**Total charge**: +2

Positions of all 60 atoms, in Å:
H (-5.2972, 2.8769, -0.7528)
C (-4.2919, 3.6676, 0.9625)
H (-1.4919, -2.6124, 5.2215)
C (-2.0436, 2.9510, 1.2141)
H (5.0263, 1.3763, 1.1666)
C (2.5965, 1.1941, 1.7525)
H (2.3145, -5.9943, -0.3997)
C (4.5518, 2.0838, 0.4936)
C (3.2706, -4.4060, -1.4767)
N (3.1001, 1.9070, 0.5768)
C (-2.9555, -0.3192, -4.0318)
H (4.9225, 1.8871, -0.5086)
C (-0.1357, -2.1040, 1.6348)
H (2.2382, -1.1811, -1.5203)
H (-4.7855, 0.5605, -4.7477)
C (0.1511, -2.9342, 3.8819)
H (0.7603, -3.4325, 4.6238)
H (3.2539, 1.3848, 2.5960)
H (-2.9905, 4.2959, 2.5703)
C (-1.1110, -2.4694, 4.2193)
H (1.6392, -3.0945, 2.3581)
F (-2.8470, -1.1403, -5.0653)
C (-1.9695, -0.3319, -3.0591)
C (0.6397, -2.7610, 2.5980)
C (-3.0976, 3.7037, 1.6736)
C (2.2762, -2.2335, -1.2690)
C (1.3499, -2.7449, -0.3449)
H (3.9636, -2.6553, -2.5101)
C (2.7392, 3.1298, -1.5195)
C (-4.0366, 0.5407, -3.9677)
C (-2.0776, 0.5039, -1.9552)
N (0.0882, -0.7186, -0.3061)
C (-1.8897, -1.8136, 3.2697)
C (1.3533, -4.1172, -0.0558)
H (2.1264, 4.0235, -1.6291)
H (-2.0218, -1.1455, 1.2432)
H (0.5842, -4.5441, 0.5731)
H (4.8430, 3.0894, 0.7985)
H (-2.8815, -1.4696, 3.5305)
C (0.4098, -1.8338, 0.2874)
H (-5.1555, 4.2152, 1.3151)
C (2.2626, 2.3752, -0.3235)
C (-3.1984, 1.3725, -1.8443)
H (4.0385, -5.0457, -1.8902)
H (2.5740, 2.5120, -2.4050)
H (1.5963, 1.5329, 2.0025)
N (-2.1167, 2.2127, 0.0922)
O (1.0049, 2.2066, -0.1773)
Re (-0.6090, 0.9206, -0.5581)
H (2.5671, 0.1183, 1.5634)
F (-5.1612, 2.2306, -2.8406)
H (-1.1020, 2.9321, 1.7481)
C (-4.1346, 1.3807, -2.8736)
C (-1.4035, -1.6233, 1.9926)
C (3.2367, -3.0566, -1.8169)
C (2.3121, -4.9357, -0.6206)
C (-4.3736, 2.9182, -0.2007)
H (-1.1309, -1.0065, -3.1756)
C (-3.2649, 2.2072, -0.6410)
H (3.7839, 3.4136, -1.4731)

These are the Mulliken partial charges, in e, on atoms 1 to 8: 0.539, -0.382, 0.434, 0.007, 0.428, -1.111, 0.435, -1.209

---

Below is C24H46Cl2N3O7SScSi as an isolated structure at a distorted geometry, with properties calculated with ωB97M-V/def2-TZVPD.

**Energy relative to the best compared isomer or geometry (same formula, charge and spin)**: 0.0 kcal per mole
**Energy**: -108903.2012 eV

Positions of all 85 atoms, in Å:
H (1.7766, 3.9081, -2.6122)
C (4.3539, -1.1775, 0.4489)
N (-1.8233, -0.9118, -3.1203)
C (-3.9441, 1.9132, -0.4641)
H (3.0449, -3.2513, -3.0221)
C (-3.7413, 1.0808, 3.4878)
H (-2.9201, 1.7241, 3.8260)
H (-3.1815, 4.4627, 1.6960)
H (-4.7676, -1.2982, 2.0435)
H (-0.8700, 3.9319, 0.8373)
H (-2.4477, 0.8481, -1.6412)
H (-2.9511, -1.4226, -1.4614)
Cl (2.1619, -0.2132, -1.6211)
C (-4.1341, 2.9390, 0.4693)
O (0.2151, -2.4992, 1.8918)
C (-0.0169, 2.7070, -2.4306)
C (-0.5308, -0.8740, -3.8041)
O (-0.9490, -1.9425, -1.2847)
H (-4.2537, -1.4579, 3.7372)
H (-4.2638, 0.6593, 4.3502)
C (-2.6554, 1.6295, -0.9062)
O (0.2680, 2.2625, 2.2313)
C (3.9694, -3.0738, -2.4543)
C (5.2897, -0.6534, -2.2255)
H (-2.0872, 2.9985, -2.7941)
H (-0.8530, 4.6653, -4.5978)
C (-3.8920, -1.2988, 2.7149)
H (-0.1249, 3.1293, -5.1215)
H (-4.4495, 1.6918, 2.9105)
Cl (2.0946, -2.9286, -0.3152)
C (-1.9377, -1.4417, -1.8983)
H (4.7883, -2.9395, -3.1756)
O (1.3845, 0.1998, 1.4604)
C (-1.0708, 3.0471, -3.1936)
H (-0.5576, -4.0249, 3.7175)
C (0.4249, -4.4433, 3.9518)
C (1.4024, 2.8971, -2.8476)
H (-2.8750, 0.7528, -3.8912)
H (0.5055, -4.6459, 5.0262)
H (-5.1407, 3.1807, 0.8078)
H (5.4137, 0.3924, -1.9054)
C (-2.9631, -0.3424, -3.8365)
H (-3.8913, -0.6072, -3.3200)
H (-0.7191, -0.9887, -4.8744)
H (2.9640, 0.5316, 3.7228)
C (-1.7584, 3.3871, 0.5056)
C (1.2541, -2.6099, 2.5959)
H (6.1961, -1.2127, -1.9404)
H (2.1001, 1.9274, 4.4414)
N (-3.2025, -0.0132, 2.6836)
C (-1.5865, 2.4041, -0.4608)
H (0.5533, -5.3999, 3.4234)
H (2.0244, 2.1705, -2.3168)
H (3.3140, -4.5318, 3.5221)
S (0.8674, 1.0004, 2.6635)
H (-2.9752, -0.7387, -4.8595)
H (5.2087, -0.6803, -3.3212)
C (-0.2162, 2.1218, -1.0419)
H (-0.0477, 0.0948, -3.6192)
C (-0.9675, 3.5733, -4.5803)
C (-3.0418, 3.6682, 0.9603)
H (-4.7827, 1.3411, -0.8663)
N (1.4547, -3.4892, 3.5806)
H (2.1218, -1.9704, 2.4087)
O (-0.0924, 0.7468, -1.0520)
H (3.5600, -0.7220, 1.0556)
H (-1.8868, 3.3528, -5.1377)
H (5.1808, -0.4598, 0.3950)
Sc (0.2916, -0.9761, 0.1164)
O (-1.6573, -0.6767, 1.1134)
H (1.5228, 2.7380, -3.9236)
C (2.8115, -3.7194, 4.0773)
C (-2.1875, 0.1983, 1.8548)
H (-3.1934, -2.0889, 2.4181)
H (4.7028, -2.0864, 0.9513)
H (2.7829, -3.9864, 5.1414)
H (0.5463, 2.5709, -0.3847)
H (0.1073, -1.6778, -3.4321)
C (2.3739, 1.4278, 3.5079)
H (4.1927, -3.9694, -1.8580)
O (0.0676, 0.1651, 3.5355)
Si (3.8114, -1.5452, -1.3133)
H (2.9285, 2.1149, 2.8632)
H (-1.8170, 1.2326, 1.8372)
H (3.3931, -2.7976, 3.9437)

These are the Mulliken partial charges, in e, on atoms 1 to 8: 0.280, -0.673, 0.375, -1.090, 0.310, -0.907, 0.292, 0.404

---

Below is C4H5N in the gas phase at a distorted geometry, with properties calculated with ωB97M-V/def2-TZVPD.

**Energy relative to the best compared isomer or geometry (same formula, charge and spin)**: 27.5 kcal per mole
**Energy**: -5717.6541 eV

Positions of all 10 atoms, in Å:
C (0.7311, 0.7856, -0.4313)
H (-0.4048, -1.6822, -0.0688)
H (2.1650, -0.7981, 0.1422)
H (1.3358, 1.5378, -0.9212)
C (1.1600, -0.3931, 0.0893)
N (0.0748, -1.0958, 0.6490)
C (-1.0383, -0.2396, 0.4754)
H (-1.3613, 1.6223, -0.5935)
H (-1.9708, -0.5958, 0.8900)
C (-0.6914, 0.8590, -0.2311)

These are the Mulliken partial charges, in e, on atoms 1 to 8: -0.148, 0.312, 0.384, 0.390, -0.535, -0.376, -0.438, 0.398

---

Below is C26H23Br2NZn as an isolated structure at a distorted geometry, with properties calculated with ωB97M-V/def2-TZVPD.

**Energy relative to the best compared isomer or geometry (same formula, charge and spin)**: 37.8 kcal per mole
**Energy**: -217327.2777 eV

Positions of all 53 atoms, in Å:
H (-6.3627, 1.8612, 0.0206)
C (4.8140, -1.4337, -1.6903)
H (1.0911, -1.1674, 0.6528)
C (-5.3266, 1.6393, 0.2807)
H (-3.8278, -1.7956, 3.7447)
H (-5.0080, -1.6880, 2.4090)
H (1.7066, 5.3640, -2.7712)
H (6.1243, -3.0428, -2.3255)
H (0.6790, 0.2650, 1.7714)
C (1.4919, 4.0758, 0.2369)
H (3.3249, -0.0044, -1.0045)
C (1.0200, 4.2507, -1.0718)
C (-3.9571, -1.8577, 2.6529)
C (-3.6903, 0.1981, 1.2133)
H (-5.7914, -0.2767, 1.2487)
H (-3.6548, -2.8611, 2.3232)
H (5.4530, -0.6593, -2.1328)
C (-1.8113, -0.7536, 2.0377)
C (1.4537, -3.3587, 0.8932)
H (2.0709, 4.8741, 0.7136)
H (0.6696, -3.7044, 1.5621)
C (-0.0859, 2.1049, -0.9455)
C (2.8308, -2.0471, -0.4453)
H (0.2609, 6.0195, -2.0218)
H (2.4987, -5.2938, 0.3599)
C (0.2972, 3.2194, -1.6775)
C (1.6665, -2.0482, 0.4059)
C (-1.3871, 0.3913, 1.3121)
H (-1.1956, -1.4796, 2.5622)
C (-0.0645, 0.7894, 1.1673)
C (4.4356, -3.7856, -1.2207)
Zn (-0.0954, -5.7781, -1.8658)
C (1.2204, 5.5368, -1.8083)
H (-4.5599, 3.4881, -0.5191)
H (4.7278, -4.8373, -1.1938)
C (-5.0280, 0.4435, 0.9504)
H (-2.1670, 2.9935, 0.0448)
C (-2.6234, 1.0512, 0.8413)
C (2.4375, -4.2043, 0.3046)
N (-3.1600, -0.8515, 1.9745)
H (-0.7225, 1.3429, -1.3979)
C (5.2030, -2.7904, -1.8098)
C (-4.3023, 2.5461, -0.0413)
H (1.8267, 6.2358, -1.2300)
H (-0.0114, 3.3222, -2.7205)
H (1.6247, 2.7404, 1.9367)
Br (0.3889, -4.3487, -3.5206)
C (0.3585, 1.9209, 0.3845)
C (3.2800, -3.4221, -0.5224)
C (-2.9545, 2.2654, 0.2513)
C (3.6310, -1.0544, -1.0423)
C (1.2153, 2.9075, 0.9337)
Br (-0.0147, -7.3027, -0.2113)

These are the Mulliken partial charges, in e, on atoms 1 to 8: 0.384, -0.571, 0.543, -0.629, 0.341, 0.253, 0.351, 0.351

---

Below is C3H4N4O in the gas phase at a distorted geometry, with properties calculated with ωB97M-V/def2-TZVPD.

**Energy relative to the best compared isomer or geometry (same formula, charge and spin)**: 73.3 kcal per mole
**Energy**: -11180.7887 eV

Positions of all 12 atoms, in Å:
N (0.0779, 0.2741, -0.2870)
C (-0.2124, -0.9568, 0.1475)
N (-1.1416, 0.3105, 2.0337)
H (1.0116, -0.5474, -1.9557)
N (0.0018, 1.4912, 0.4357)
H (0.3914, 1.1671, -2.1284)
C (-0.9207, -0.7949, 1.4661)
O (-0.0627, -2.0399, -0.3733)
C (0.8927, 0.4543, -1.5419)
H (1.8337, 0.9000, -1.3173)
H (-1.2456, -1.7404, 2.0342)
N (-0.6261, 1.4822, 1.4865)

These are the Mulliken partial charges, in e, on atoms 1 to 8: 0.339, 0.773, -0.320, 0.359, -0.196, 0.268, -0.087, -0.602

---

Below is a 2-piece molecular cluster, C7H10BF2N overall at a distorted geometry, with properties calculated with ωB97M-V/def2-TZVPD.

**Energy relative to the best compared isomer or geometry (same formula, charge and spin)**: 124.2 kcal per mole
**Energy**: -15016.1381 eV

Positions of all 21 atoms, in Å:
H (-1.7710, -1.8816, 1.9596)
H (-1.8225, -2.5883, 0.3305)
C (-2.3052, -1.7730, 0.9505)
F (0.9416, -0.9805, -1.3739)
H (-0.2036, 2.4137, 0.9392)
C (0.6338, 1.7916, 0.7246)
N (-2.0980, -0.4320, 0.4075)
C (2.7096, 0.0081, -0.2682)
H (-1.9913, 0.8832, -1.0406)
H (2.1528, 3.2324, -0.0481)
H (3.6608, 1.8484, -0.4438)
C (2.8687, 1.3198, -0.2058)
B (0.3240, 0.3376, 0.5620)
F (1.5635, -1.9155, 0.6008)
H (-3.4226, -2.0178, 1.1040)
C (1.8425, 2.2472, 0.1876)
H (-2.0798, -1.0256, -1.5796)
H (-3.4281, -0.0595, -1.1492)
C (-2.4073, -0.1565, -0.9638)
H (3.5079, -0.5997, -0.6351)
C (1.3241, -0.6518, -0.0581)

These are the Mulliken partial charges, in e, on atoms 1 to 8: 0.220, 0.267, -0.753, -0.274, 0.435, -0.490, -0.305, -0.893

---

Q: What is the formula in the second record?
A: C24H46Cl2N3O7SScSi

---

Repeat the fifth record exactly.
Below is C3H4N4O in the gas phase at a distorted geometry, with properties calculated with ωB97M-V/def2-TZVPD.

**Energy relative to the best compared isomer or geometry (same formula, charge and spin)**: 73.3 kcal per mole
**Energy**: -11180.7887 eV

Positions of all 12 atoms, in Å:
N (0.0779, 0.2741, -0.2870)
C (-0.2124, -0.9568, 0.1475)
N (-1.1416, 0.3105, 2.0337)
H (1.0116, -0.5474, -1.9557)
N (0.0018, 1.4912, 0.4357)
H (0.3914, 1.1671, -2.1284)
C (-0.9207, -0.7949, 1.4661)
O (-0.0627, -2.0399, -0.3733)
C (0.8927, 0.4543, -1.5419)
H (1.8337, 0.9000, -1.3173)
H (-1.2456, -1.7404, 2.0342)
N (-0.6261, 1.4822, 1.4865)

These are the Mulliken partial charges, in e, on atoms 1 to 8: 0.339, 0.773, -0.320, 0.359, -0.196, 0.268, -0.087, -0.602

---

Q: The lowest energy belongs to which entry?
A: C26H23Br2NZn

---

Q: What is the energy in the second record?
A: -108903.2012 eV